[1]
This record from the OMol25 dataset describes a cluster of 2 separate species, C12H27N2O4 in total. The level of theory is ωB97M-V/def2-TZVPD.

Cartesian coordinates (Å):
C 1.2676 -4.6014 -1.2824
C 2.5544 -3.9555 -1.8233
C 2.3710 -2.6309 -2.5696
O 2.5957 -1.4638 -1.7653
C 1.7989 -1.3114 -0.6397
C 0.3548 -0.9581 -0.9939
N -0.4550 -0.7926 0.2579
C -1.8520 -0.3200 -0.0634
C -2.6785 -1.4154 -0.7243
C 0.2009 0.1125 1.2610
C 1.6945 -0.1337 1.4167
N 2.3296 -0.1977 0.1120
H 1.1654 -4.4849 -0.1997
H 0.3777 -4.1748 -1.7554
H 1.2375 -5.6717 -1.4819
H 3.2640 -3.7811 -1.0094
H 3.0599 -4.6499 -2.4956
H 1.3721 -2.5753 -3.0213
H 3.0922 -2.5292 -3.3765
H 1.7977 -2.2412 -0.0316
H 0.3325 -0.0060 -1.5248
H -0.1275 -1.7277 -1.5902
H -0.5582 -1.7181 0.6789
H -1.7235 0.5468 -0.7105
H -2.2856 0.0241 0.8749
H -2.6370 -1.3693 -1.8112
H -2.3514 -2.4145 -0.4206
H -3.7204 -1.3183 -0.4245
H -0.3158 -0.0570 2.2059
H -0.0064 1.1323 0.9328
H 1.8671 -1.0350 2.0254
H 2.0971 0.7178 1.9656
H 3.3296 -0.3381 0.2074
C 0.4690 3.9959 2.2774
O -0.8558 3.5943 1.9081
C -1.6264 4.6044 1.4745
O -1.2834 5.7491 1.3904
O -2.8167 4.1067 1.1523
C -3.7596 5.0943 0.6964
H 0.9642 3.0825 2.5982
H 0.9912 4.4300 1.4269
H 0.4581 4.7129 3.0950
H -3.3849 5.5910 -0.1956
H -3.9355 5.8332 1.4747
H -4.6692 4.5449 0.4786

As for the HOMO-LUMO gap: 0.3834 Ha. The value obtained for the LUMO energy is -2.67 eV. The calculation puts the relative energy (zero: lowest compared OMol25 entry of this formula, charge and spin) at 0.000 eV. Its charge is +1.

[2]
This record from the OMol25 dataset describes a cluster of 2 separate species, C12H27N2O6S in total. The level of theory is ωB97M-V/def2-TZVPD.

Cartesian coordinates (Å):
N 2.6122 -2.1584 -1.2044
C 2.7243 -1.4582 -2.5067
C 1.7437 -0.2588 -2.6923
O 2.1146 0.9025 -1.9741
C 0.2785 -0.7398 -2.4307
C -0.6240 0.3311 -1.7389
C -0.3316 0.4921 -0.2251
O -0.6685 -0.7692 0.3834
C -2.0844 -0.7733 0.5175
C -2.8786 -0.2420 -0.7301
C -4.0172 -1.2940 -1.0142
S -5.3774 -0.6356 -2.0337
O -5.7070 0.7329 -1.5847
O -6.5403 -1.5394 -1.8396
N -2.0501 -0.0865 -1.9678
H 1.9862 -1.6817 -0.5611
H 2.1433 -3.0357 -1.3998
H 3.7676 -1.1455 -2.6702
H 2.4831 -2.1905 -3.3026
H 1.8012 0.0112 -3.7630
H 2.5489 0.6002 -1.1739
H 0.1907 -1.6794 -1.8581
H -0.1710 -0.9377 -3.4298
H -0.3723 1.2944 -2.2179
H -0.9044 1.3131 0.2502
H 0.7222 0.6831 -0.0030
H -2.3432 -0.1214 1.3758
H -2.4225 -1.7908 0.7730
H -3.4105 0.6994 -0.5142
H -3.6169 -2.2632 -1.3718
H -4.4682 -1.5125 -0.0283
H -4.9714 -0.7174 -3.3524
H -2.0930 -0.9279 -2.5448
H -2.4865 0.6588 -2.5182
O 1.2312 3.0094 1.4949
C 1.7898 2.2618 2.2568
O 1.0701 1.5237 3.1122
C 1.6213 0.4701 3.9170
C 2.2082 1.0086 5.2046
C 3.2934 2.2071 2.3195
H 2.3384 -0.1213 3.3448
H 0.7878 -0.1925 4.1481
H 3.0366 1.6916 5.0154
H 2.5708 0.1927 5.8304
H 1.4541 1.5683 5.7594
H 3.6509 3.0139 2.9582
H 3.6842 2.3486 1.3131
H 3.6860 1.2578 2.6773

As for the HOMO-LUMO gap: 0.3343 Ha. The value obtained for the LUMO energy is -3.57 eV. The calculation puts the relative energy (zero: lowest compared OMol25 entry of this formula, charge and spin) at 0.000 eV. Its charge is +1.

[3]
This record from the OMol25 dataset describes a cluster of 2 separate species, C12H27N4O2PS in total. The level of theory is ωB97M-V/def2-TZVPD.

Cartesian coordinates (Å):
N -2.3810 0.1611 -1.6016
C -2.8586 1.3738 -1.1561
N -3.9645 1.4215 -0.3524
C -5.1908 1.9796 -1.0100
C -5.9731 2.7543 0.1023
O -6.3184 2.1200 1.0138
N -2.1771 2.4436 -1.5003
P -2.5290 4.1055 -1.0008
S -1.8022 4.5424 0.7157
H -2.6792 -0.5801 -0.9649
H -1.3595 0.1958 -1.4702
H -4.1920 0.4452 -0.1740
H -4.9533 2.6350 -1.8597
H -5.8474 1.2013 -1.4222
H -6.1449 3.8503 0.0379
H -1.3544 2.3050 -2.0824
H -3.9117 4.4048 -1.0847
H -1.9311 4.8929 -2.0193
C 1.3021 -3.0332 1.5405
C 1.5477 -2.4120 0.1401
C 2.9576 -2.7674 -0.3596
C 4.0813 -1.9427 0.2697
C 3.7701 -0.4523 0.1959
C 2.4059 -0.1089 0.7983
N 1.3096 -0.9381 0.2102
O 1.0559 -0.4990 -0.9918
C 2.4695 -0.2930 2.3278
C 2.1327 1.3823 0.6129
C 0.5417 -3.1162 -0.7786
H 0.6640 -2.3975 2.1564
H 0.7884 -3.9921 1.4731
H 2.2269 -3.2196 2.0868
H 3.0027 -2.6206 -1.4441
H 3.1501 -3.8284 -0.1873
H 4.2448 -2.2521 1.3056
H 5.0157 -2.1461 -0.2563
H 4.5540 0.1108 0.7074
H 3.8060 -0.1351 -0.8520
H 1.4970 -0.1071 2.7874
H 3.1801 0.4103 2.7625
H 2.8049 -1.2796 2.6370
H 2.1641 1.6893 -0.4325
H 2.8789 1.9801 1.1357
H 1.1531 1.6452 1.0212
H -0.4880 -2.8803 -0.4973
H 0.6696 -4.1962 -0.7128
H 0.6817 -2.8526 -1.8273

Its spin multiplicity is 2. As for the expectation value of S²: 0.7544. As for the HOMO-LUMO gap (spin up / spin down): 0.2811 / 0.3113 Ha. The value obtained for the LUMO energy (spin up / spin down) is -3.74 / -3.75 eV. Its charge is +1.

[4]
This record from the OMol25 dataset describes a structure of composition C12H28BCsO6S3. The level of theory is ωB97M-V/def2-TZVPD.

Cartesian coordinates (Å):
Cs 3.6671 1.3940 0.4391
B 0.8788 0.1815 0.9210
H -0.0825 -0.2841 0.7679
H 0.9779 1.1066 0.3745
H 1.0524 0.4708 1.9458
H 1.6295 -0.5081 0.5673
C 4.2010 -3.1677 -1.3090
C 4.2756 -2.2420 -0.0997
C 4.4459 -3.1454 1.1661
S 3.5466 -4.6983 0.8109
O 2.1767 -4.3404 1.1302
O 4.2658 -5.9145 1.1631
C 3.8220 -4.6222 -1.0055
H 5.1798 -3.0982 -1.7835
H 3.6474 -2.7345 -2.1420
H 3.3263 -1.7075 -0.1344
H 5.1168 -1.5502 -0.0557
H 4.2064 -2.6393 2.1012
H 5.4605 -3.4603 1.4103
H 3.1167 -5.2667 -1.5302
H 4.7961 -5.1033 -1.0941
C -1.5780 2.4594 1.8098
C -2.0916 3.9551 1.7239
C -2.8889 4.1914 3.0905
S -3.8918 2.6796 3.3556
O -5.1682 2.7544 2.6794
O -3.7228 2.3321 4.7225
C -2.6860 1.5542 2.4610
H -0.7221 2.1901 2.4287
H -1.4733 2.0342 0.8117
H -2.8411 4.1192 0.9496
H -1.1936 4.5706 1.6716
H -3.5213 5.0519 3.3089
H -2.1557 4.2902 3.8911
H -3.4267 0.9995 1.8851
H -2.3489 0.8315 3.2042
C -3.3359 0.3811 -2.6754
C -2.2747 -0.0070 -1.6231
C -0.8662 0.4195 -1.9876
S -0.8064 0.6061 -3.8358
O -0.6541 -0.7579 -4.4029
O -0.0217 1.7257 -4.1749
C -2.6225 1.0768 -3.8013
H -4.2839 0.7039 -2.2451
H -3.6239 -0.6084 -3.0303
H -2.3771 -1.0459 -1.3098
H -2.4459 0.5418 -0.6970
H -0.1145 -0.3005 -1.6642
H -0.8171 1.4941 -1.8117
H -2.9673 0.9624 -4.8290
H -2.7854 2.1245 -3.5485

As for the HOMO-LUMO gap: 0.3117 Ha. The value obtained for the LUMO energy is -1.04 eV. The calculation puts the relative energy (zero: lowest compared OMol25 entry of this formula, charge and spin) at 3.784 eV.

[5]
This record from the OMol25 dataset describes a cluster of 3 separate species, C12H28BNO10P3 in total. The level of theory is ωB97M-V/def2-TZVPD.

Cartesian coordinates (Å):
C 2.7722 -2.1121 -1.7863
B 1.6601 -1.6599 -2.8106
O 2.0103 -1.0742 -4.0142
C 0.0892 -1.8928 -2.5255
C -0.4405 -3.2085 -2.7179
C -1.7819 -3.4324 -2.4317
C -2.5816 -2.3938 -1.9711
N -2.0820 -1.1701 -1.8365
C -0.7715 -0.9186 -2.1084
P -0.1601 0.8118 -1.8960
O 1.1560 0.8594 -1.2284
H 3.5889 -2.5840 -2.3643
H 3.2269 -1.2660 -1.2457
H 2.4271 -2.8700 -1.0655
H 2.4904 -0.2599 -3.7935
H 0.1764 -4.0325 -3.0791
H -2.2653 -4.4035 -2.5324
H -3.6320 -2.5340 -1.7031
H -2.6671 -0.4099 -1.5041
H -0.0323 1.3211 -3.2173
H -1.1641 1.6164 -1.2866
C -6.2695 -3.8563 4.0182
O -5.7009 -3.9820 2.6973
P -4.7945 -2.6805 2.1419
O -4.7303 -3.1429 0.7142
O -3.4915 -3.1755 2.9802
C -3.1229 -4.5517 2.9880
O -4.0438 -1.1911 1.9019
C -4.6861 -0.0486 2.5144
H -6.6799 -4.8215 4.3044
H -5.5059 -3.5709 4.7471
H -7.0674 -3.1141 4.0115
H -3.4722 -5.0768 2.0992
H -3.5267 -5.0368 3.8784
H -2.0374 -4.6116 3.0344
H -4.7633 -0.1825 3.5945
H -5.6831 0.0959 2.0909
H -4.0864 0.8346 2.3088
C 5.0187 5.5432 -2.0575
O 5.1909 4.2255 -1.5034
P 5.0801 4.1024 0.1725
O 5.6445 2.7342 0.3156
O 3.4506 4.1000 0.1543
C 2.7633 3.2563 -0.7586
O 5.0609 4.5585 1.7828
C 5.6000 5.8629 2.0858
H 4.9496 5.4526 -3.1394
H 4.0998 6.0074 -1.6866
H 5.8743 6.1700 -1.8039
H 3.3539 2.3883 -1.0467
H 2.4946 3.8270 -1.6539
H 1.8463 2.9166 -0.2884
H 5.0586 6.6410 1.5431
H 6.6600 5.9033 1.8237
H 5.4966 6.0365 3.1536

As for the HOMO-LUMO gap: 0.2558 Ha. The value obtained for the LUMO energy is -4.41 eV. The calculation puts the relative energy (zero: lowest compared OMol25 entry of this formula, charge and spin) at 0.000 eV. Its charge is +1.

In eV/A, the max |F| values for the records above are, in order, 0.28; 5.70; 3.23; 6.04; 8.66.
In a.u., the electronic energy values for the records above are, in order, -883.66313; -1432.23072; -1582.15319; -2164.78141; -2329.86927.